1.
DFT (wB97M-V/def2-TZVPD) results for C11H10F2 in the gas phase.

Atoms and positions in Å:
C: -0.042 2.478 1.663
C: 1.236 2.316 1.064
C: -0.903 1.348 1.791
C: 1.514 1.187 0.412
C: -0.612 0.207 1.119
C: 0.627 0.021 0.458
C: -1.118 -2.257 -1.555
C: -1.316 -1.079 -2.219
C: 0.136 -2.330 -0.537
C: 1.036 -1.105 -0.215
C: -2.035 -3.297 -1.892
F: -2.767 -3.380 -3.008
F: -2.082 -4.592 -1.384
H: -0.302 3.416 2.111
H: 1.853 3.268 1.003
H: -1.753 1.585 2.299
H: 2.354 0.938 -0.335
H: -1.229 -0.677 1.105
H: -2.090 -0.951 -2.981
H: -0.628 -0.209 -2.103
H: -0.151 -2.805 0.334
H: 0.881 -3.008 -0.874
H: 2.076 -1.027 -0.736

Values from the calculation:
HOMO-LUMO gap (spin up / spin down)   7.35 / 6.92 eV
Largest force on an atom   0.085 hartree/bohr
E_tot   -16999.4460 eV
Net charge   0
LUMO (spin up / spin down)   -0.045 / -0.829 eV
Energy relative to the best compared isomer or geometry (same formula, charge and spin)   2.003 eV

natural (NBO) atomic charge list, values in e, 5 entries: -0.1741 -0.2404 -0.2175 -0.1663 -0.1814


2.
DFT (wB97M-V/def2-TZVPD) results for 3 unconnected molecules or ions with the total composition C32H44ClF4N3O9.

Atoms and positions in Å:
C: 5.048 0.115 2.368
C: 4.177 -1.013 1.844
O: 4.645 -1.408 0.570
C: 3.696 -2.112 -0.204
C: 3.370 -3.510 0.312
C: 2.224 -4.127 -0.497
C: 0.863 -3.474 -0.144
C: -0.211 -4.544 0.077
C: -1.627 -4.023 0.487
C: -2.757 -4.404 -0.488
F: -3.918 -4.661 0.186
F: -3.034 -3.358 -1.305
C: -2.578 -5.601 -1.442
F: -2.088 -6.679 -0.803
F: -1.714 -5.267 -2.433
C: -1.977 -4.762 1.869
O: -2.100 -5.939 2.010
N: -1.986 -3.820 2.935
C: -1.145 -2.720 2.404
C: -1.027 -1.419 3.217
C: -2.007 -1.259 4.383
C: -1.589 -2.004 5.638
Cl: -2.155 0.499 4.758
C: -1.655 -2.556 0.976
C: -3.051 -1.870 1.022
O: -3.230 -0.905 0.001
C: -2.976 0.422 0.372
O: -4.077 1.210 0.011
C: -4.527 2.115 1.002
C: -3.690 3.393 1.113
O: -2.926 3.493 2.313
H: 5.291 0.816 1.568
H: 4.509 0.667 3.143
H: 5.974 -0.257 2.806
H: 4.216 -1.860 2.543
H: 3.126 -0.691 1.792
H: 4.140 -2.218 -1.198
H: 2.779 -1.513 -0.311
H: 3.060 -3.455 1.363
H: 4.281 -4.115 0.294
H: 2.434 -3.967 -1.560
H: 2.185 -5.206 -0.329
H: 0.552 -2.831 -0.971
H: 1.015 -2.857 0.743
H: -0.247 -5.125 -0.840
H: 0.139 -5.239 0.845
H: -3.550 -5.849 -1.876
H: -2.926 -3.562 3.215
H: -0.153 -3.178 2.406
H: -0.023 -1.346 3.642
H: -1.179 -0.576 2.540
H: -3.019 -1.562 4.105
H: -0.667 -1.583 6.044
H: -2.364 -1.941 6.404
H: -1.424 -3.061 5.409
H: -1.052 -1.859 0.388
H: -3.182 -1.378 1.991
H: -3.866 -2.584 0.926
H: -2.079 0.786 -0.148
H: -2.810 0.493 1.458
H: -5.550 2.376 0.718
H: -4.594 1.637 1.990
H: -3.034 3.474 0.239
H: -4.354 4.261 1.117
H: -2.605 2.619 2.564
O: -0.325 3.630 -1.473
N: -0.034 4.798 -1.649
O: 0.988 5.318 -1.246
C: -0.971 5.629 -2.417
C: -2.134 5.052 -2.894
C: -3.020 5.844 -3.605
C: -2.733 7.185 -3.827
C: -1.555 7.739 -3.344
C: -0.660 6.959 -2.630
H: -2.345 4.007 -2.719
H: -3.935 5.413 -3.987
H: -3.430 7.800 -4.380
H: -1.332 8.782 -3.521
H: 0.259 7.374 -2.245
O: 7.095 3.214 -4.355
N: 6.222 3.752 -3.705
O: 6.282 4.883 -3.269
C: 5.000 2.975 -3.426
C: 4.921 1.673 -3.888
C: 3.775 0.945 -3.614
C: 2.739 1.524 -2.894
C: 2.839 2.832 -2.444
C: 3.980 3.572 -2.708
H: 5.739 1.242 -4.445
H: 3.690 -0.077 -3.959
H: 1.846 0.953 -2.674
H: 2.025 3.263 -1.884
H: 4.073 4.591 -2.363

Values from the calculation:
HOMO-LUMO gap   9.03 eV
Largest force on an atom   0.028 hartree/bohr
E_tot   -80181.0969 eV
Net charge   0
LUMO   -0.803 eV

Mulliken atomic charge list, values in e, 5 entries: -1.3313 0.0877 -0.4110 -0.3709 -0.7311


3.
DFT (wB97M-V/def2-TZVPD) results for a gas-phase ion, C3H4O2P (charge -1).

Atoms and positions in Å:
H: -2.620 -1.301 0.539
P: -1.938 -0.947 -0.531
C: -0.942 0.108 0.267
C: 0.200 0.824 -0.245
C: 1.682 -0.299 -0.015
O: 1.749 -0.661 1.132
O: 2.193 -0.508 -1.092
H: -0.920 0.053 1.285
H: 0.523 1.782 0.074
H: 0.073 0.949 -1.414

Values from the calculation:
HOMO-LUMO gap   7.66 eV
Largest force on an atom   0.084 hartree/bohr
E_tot   -16559.1935 eV
Net charge   -1
LUMO   4.317 eV
Energy relative to the best compared isomer or geometry (same formula, charge and spin)   1.142 eV

natural (NBO) atomic charge list, values in e, 5 entries: -0.0867 0.1791 -0.4737 -0.6521 0.8921


4.
DFT (wB97M-V/def2-TZVPD) results for C20H25FN2O in the gas phase.

Atoms and positions in Å:
C: 3.413 2.489 -0.397
C: 3.375 0.989 -0.446
C: 4.442 0.276 -0.966
C: 4.396 -1.105 -1.029
C: 3.286 -1.778 -0.561
C: 2.200 -1.098 -0.018
C: 1.022 -1.878 0.512
C: 0.330 -2.622 -0.629
C: 1.466 -2.844 1.614
C: 2.255 0.293 0.026
N: 1.194 1.068 0.572
C: -0.042 1.223 0.017
O: -0.480 0.521 -0.864
C: -0.777 2.423 0.641
N: -2.105 2.730 0.173
C: -2.204 2.916 -1.261
C: -3.176 1.951 0.770
C: -3.163 0.469 0.484
C: -2.602 -0.423 1.389
C: -2.591 -1.782 1.134
C: -3.132 -2.277 -0.039
C: -3.677 -1.380 -0.937
F: -4.220 -1.850 -2.082
C: -3.710 -0.022 -0.694
H: 3.458 2.847 0.633
H: 4.289 2.862 -0.920
H: 2.525 2.911 -0.867
H: 5.308 0.807 -1.333
H: 5.229 -1.654 -1.443
H: 3.264 -2.855 -0.613
H: 0.300 -1.181 0.945
H: 1.030 -3.264 -1.159
H: -0.088 -1.903 -1.328
H: -0.478 -3.236 -0.240
H: 2.124 -3.613 1.221
H: 1.995 -2.310 2.401
H: 0.597 -3.332 2.051
H: 1.496 1.793 1.207
H: -0.820 2.280 1.725
H: -0.155 3.308 0.443
H: -1.456 3.650 -1.563
H: -2.044 1.999 -1.836
H: -3.191 3.317 -1.490
H: -4.115 2.384 0.413
H: -3.120 2.110 1.853
H: -2.180 -0.051 2.312
H: -2.162 -2.462 1.855
H: -3.141 -3.333 -0.261
H: -4.166 0.637 -1.416

Values from the calculation:
HOMO-LUMO gap   8.92 eV
Largest force on an atom   0.010 hartree/bohr
E_tot   -28891.6372 eV
Net charge   0
LUMO   0.577 eV
Energy relative to the best compared isomer or geometry (same formula, charge and spin)   0.185 eV

natural (NBO) atomic charge list, values in e, 5 entries: -0.6332 -0.0082 -0.2205 -0.1967 -0.2110